(1)
A single C5H9NO molecule in a non-equilibrium geometry, computed with ωB97M-V/def2-TZVPD.

Output
energy above the lowest of the compared OMol25 structures with the same formula, charge and spin = 95.3 kcal per mole
spin multiplicity = 1
SMILES string = C1CN2CC(C2)O1
HOMO-LUMO gap = 9.79 eV
largest force on an atom = 4.87 eV/A
HOMO energy = -8.808 eV
E_LUMO = 0.98 eV
net charge = 0

Last column: Löwdin charge in e.
Geometry (Å):
1 C 1.60442 0.05167 0.05297  -0.19
2 C 0.68755 -1.10214 -0.03065  -0.19
3 N -0.82011 -0.89489 -0.02415  -0.12
4 C -0.96291 0.13786 1.03282  -0.13
5 C -0.48240 1.12259 -0.04821  -0.30
6 C -1.05652 0.11200 -1.01962  -0.16
7 O 0.93176 1.32215 -0.16896  -0.11
8 H 2.13517 0.23121 0.97466  0.11
9 H 2.41045 -0.21083 -0.76162  0.15
10 H 0.77095 -1.52045 -1.01572  0.10
11 H 0.97766 -1.90269 0.66287  0.13
12 H -0.33790 0.08692 1.94510  0.11
13 H -2.07230 0.35754 1.53305  0.17
14 H -0.87006 2.23523 -0.12610  0.17
15 H -2.15357 0.28005 -1.01342  0.12
16 H -0.76219 -0.30620 -1.99302  0.13

=====

(2)
3 unconnected molecules or ions with the total composition C13H29N6O6S in a non-equilibrium geometry, computed with ωB97M-V/def2-TZVPD.

Output
spin multiplicity = 1
HOMO-LUMO gap = 8.96 eV
largest force on an atom = 3.47 eV/A
HOMO energy = -12.192 eV
E_LUMO = -3.23 eV
net charge = +1

Last column: Löwdin charge in e.
Geometry (Å):
1 N 4.17048 -2.06143 3.04573  0.11
2 C 4.07073 -1.00904 2.07011  -0.47
3 O 4.91076 -0.82015 1.20895  0.10
4 C 2.85866 -0.11113 2.14524  -0.07
5 C 1.56596 -0.87229 2.53022  -0.13
6 N 0.42275 -0.26945 1.80443  0.08
7 C -0.45611 0.42941 2.80244  -0.13
8 O -1.50116 1.01138 2.11046  -0.01
9 C -2.31590 0.00957 1.56667  -0.33
10 C -3.22594 -0.66039 2.63556  -0.15
11 S -2.77158 -2.28896 3.22862  0.65
12 O -3.71235 -2.59553 4.26017  -0.32
13 O -2.70618 -3.23046 2.15692  -0.32
14 N -1.56883 -0.94670 0.75788  0.18
15 C -0.26641 -1.10935 1.03050  -0.34
16 N 0.31094 -2.17164 0.39722  0.19
17 H 5.04822 -1.94665 3.53279  0.09
18 H 4.16950 -2.94542 2.55477  0.09
19 H 2.70268 0.25632 1.13913  0.12
20 H 3.03137 0.74533 2.78696  0.13
21 H 1.45294 -0.78390 3.60430  0.13
22 H 1.72305 -1.91662 2.31470  0.11
23 H -0.76751 -0.25567 3.58953  0.12
24 H 0.12422 1.22205 3.25451  0.15
25 H -2.99942 0.50724 0.89539  0.14
26 H -3.39039 0.00604 3.47328  0.12
27 H -4.19236 -0.81685 2.17203  0.12
28 H -1.55774 -2.17690 3.84616  0.07
29 H -1.69177 -0.72108 -0.23733  0.15
30 H 0.12050 -3.10076 0.72023  0.12
31 H 0.89284 -2.02906 -0.41321  0.08
32 C -2.57967 1.76801 -2.24413  -0.32
33 O -2.55345 0.95616 -1.32803  -0.01
34 N -2.59883 3.09015 -2.08033  -0.18
35 C -2.63220 4.00886 -3.20644  -0.04
36 C -2.58694 3.62809 -0.72768  -0.02
37 H -2.59099 1.45560 -3.29894  0.14
38 H -1.75445 4.65573 -3.18215  0.09
39 H -3.52967 4.62567 -3.15460  0.10
40 H -2.63820 3.45620 -4.14268  0.09
41 H -1.68955 3.29579 -0.20457  0.09
42 H -3.45728 3.26808 -0.17843  0.10
43 H -2.60568 4.71298 -0.76472  0.09
44 C 1.31754 0.16759 -2.73021  -0.33
45 O 0.89030 -0.13233 -1.62124  -0.02
46 N 2.13331 -0.58876 -3.46428  -0.18
47 C 2.60531 -0.16989 -4.77485  -0.04
48 C 2.56645 -1.87318 -2.93757  -0.03
49 H 1.05042 1.11814 -3.21490  0.14
50 H 2.28996 -0.89111 -5.52927  0.10
51 H 3.69378 -0.10875 -4.77346  0.10
52 H 2.19749 0.80569 -5.02680  0.09
53 H 1.69836 -2.50867 -2.75150  0.09
54 H 3.09965 -1.72695 -1.99630  0.09
55 H 3.22239 -2.36105 -3.65128  0.09

=====

(3)
8 unconnected molecules or ions with the total composition C4H24NO9 in a non-equilibrium geometry, computed with ωB97M-V/def2-TZVPD.

Output
energy above the lowest of the compared OMol25 structures with the same formula, charge and spin = 20.8 kcal per mole
spin multiplicity = 1
HOMO-LUMO gap = 10.38 eV
largest force on an atom = 1.29 eV/A
HOMO energy = -13.070 eV
E_LUMO = -2.69 eV
net charge = +1

Last column: Löwdin charge in e.
Geometry (Å):
1 C 1.22748 -1.96669 0.31642  -0.21
2 O 2.48160 -1.75320 0.93370  -0.04
3 C 0.52500 -0.65342 0.10795  -0.28
4 C -0.82071 -0.78039 -0.58749  -0.10
5 C -1.58761 0.51408 -0.63456  -0.20
6 O -1.36980 1.48413 0.05701  0.05
7 N 0.42962 0.08054 1.41133  0.22
8 H 0.68469 -2.64727 0.97172  0.14
9 H 1.31077 -2.51456 -0.61961  0.12
10 H 3.05471 -1.16798 0.42520  0.10
11 H 1.08701 0.01026 -0.53020  0.12
12 H -1.51099 -1.45890 -0.06532  0.13
13 H -0.82686 -1.18106 -1.59700  0.10
14 H -2.44768 0.53380 -1.31760  0.13
15 H -0.48773 -0.05815 1.84265  0.10
16 H 1.14512 -0.24942 2.06013  0.15
17 H 0.56437 1.06337 1.18943  0.12
18 H 1.51906 1.44845 4.32650  0.06
19 H 0.19659 1.95696 3.71917  0.05
20 O 1.12972 1.81120 3.52326  -0.04
21 H 2.83438 -1.74364 -2.92878  0.06
22 H 2.22852 -0.39245 -2.76855  0.05
23 O 2.00685 -1.32794 -2.65283  -0.04
24 H 2.00901 3.10266 -0.18715  0.01
25 H 3.15888 2.49248 -0.92245  0.04
26 O 2.32309 2.22904 -0.51840  -0.08
27 H -0.85571 -1.65191 -4.22178  0.05
28 H -2.25178 -0.99613 -4.20743  0.06
29 O -1.68055 -1.60471 -3.72749  -0.04
30 H -1.97575 -0.37570 3.52726  0.06
31 H -3.08114 -0.90233 2.61860  0.08
32 O -2.13388 -0.70247 2.63410  -0.04
33 H 0.77200 5.01445 1.07936  0.07
34 H -0.00196 3.73322 0.86798  0.04
35 O 0.76661 4.21788 0.53556  -0.04
36 H -2.81645 -2.43976 -2.11444  0.01
37 H -4.20861 -2.70487 -1.63558  0.05
38 O -3.44808 -2.13804 -1.44300  -0.06

=====

(4)
A molecular structure, C24H42NP3SeW in a non-equilibrium geometry, computed with ωB97M-V/def2-TZVPD.

Output
spin multiplicity = 3
HOMO-LUMO gap (alpha / beta) = 2.82 / 3.46 eV
largest force on an atom = 3.53 eV/A
HOMO energy (alpha / beta) = -18.132 / -18.135 eV
E_LUMO (alpha / beta) = -15.31 / -14.67 eV
net charge = +4

Last column: Löwdin charge in e.
Geometry (Å):
1 W -0.27813 -0.02914 0.11645  0.78
2 P -1.11385 1.40237 -1.57867  0.70
3 P -1.99428 -0.72774 1.75539  0.75
4 P -0.78627 -2.02753 -1.14087  0.67
5 H 6.43201 -0.89725 -2.24571  0.07
6 C 5.97728 -1.06547 -3.21861  -0.07
7 C 5.09687 -0.21564 -3.80112  -0.09
8 H 4.76642 0.72077 -3.33693  0.05
9 C -0.52551 3.13168 -1.53035  -0.20
10 C -2.94671 1.55928 -1.43204  -0.18
11 C -0.80244 0.89597 -3.32638  -0.21
12 C -1.22769 -1.79337 3.01927  -0.21
13 C -2.83569 0.52983 2.80957  -0.21
14 C -3.49005 -1.68270 1.26427  -0.21
15 C 0.28791 -2.36012 -2.57873  -0.20
16 C -2.43577 -2.23601 -1.92342  -0.20
17 C -0.53992 -3.53529 -0.11386  -0.20
18 H 6.33746 -1.93759 -3.77379  0.08
19 H 4.75683 -0.44140 -4.82356  0.07
20 H 0.54507 3.16378 -1.31662  0.06
21 H -1.05451 3.72775 -0.78190  0.05
22 H -0.71353 3.54191 -2.52389  0.08
23 H -3.22540 2.06584 -0.49001  0.06
24 H -3.43184 0.56845 -1.45224  0.04
25 H -3.31557 2.16039 -2.28353  0.10
26 H 0.25419 0.63581 -3.47840  0.06
27 H -1.05560 1.72486 -4.00551  0.09
28 H -1.41752 0.02414 -3.58474  0.04
29 H -1.98898 -2.16302 3.71823  0.10
30 H -0.47862 -1.23416 3.58815  0.06
31 H -0.72612 -2.65247 2.56766  0.04
32 H -3.66760 0.06161 3.36226  0.09
33 H -3.25488 1.34762 2.20374  0.06
34 H -2.14380 0.96398 3.54713  0.05
35 H -4.21114 -1.76584 2.09018  0.09
36 H -3.25118 -2.69626 0.93156  0.05
37 H -3.98997 -1.15082 0.44938  0.05
38 H -0.09558 -3.29340 -3.01400  0.09
39 H 1.33244 -2.51183 -2.28815  0.02
40 H 0.27402 -1.56876 -3.33823  0.05
41 H -2.42479 -3.20640 -2.44377  0.09
42 H -2.66021 -1.45657 -2.66562  0.05
43 H -3.25988 -2.25244 -1.20241  0.03
44 H -0.63177 -4.42081 -0.76757  0.10
45 H -1.26992 -3.63615 0.70523  0.04
46 H 0.47117 -3.53538 0.32651  0.03
47 C 2.87046 -1.69325 0.15965  -0.48
48 C 3.29548 -1.34066 -1.12413  -0.14
49 C 3.60954 -2.35114 -2.03228  -0.09
50 C 3.61512 -3.69281 -1.63260  0.00
51 C 3.29448 -4.02969 -0.31753  -0.01
52 C 2.92080 -3.02558 0.58910  -0.11
53 Se 1.98779 -0.25521 1.21110  1.01
54 H 1.84449 0.72425 0.01407  -0.04
55 H 3.30399 -0.28941 -1.43152  0.10
56 H 3.87715 -2.10804 -3.06500  0.10
57 H 3.86512 -4.45377 -2.37794  0.15
58 H 3.31761 -5.08445 -0.02393  0.14
59 H 2.65668 -3.27909 1.61470  0.13
60 N -0.44662 1.67590 1.27141  -0.10
61 C -0.46335 2.63711 1.96963  -0.02
62 C -0.64201 3.73122 2.86169  -0.21
63 C -0.83948 5.05669 2.40065  0.01
64 C -0.94087 6.11442 3.30972  0.00
65 C -0.88477 5.89288 4.69069  0.03
66 C -0.75687 4.57566 5.15065  -0.01
67 C -0.63582 3.51232 4.25803  -0.01
68 H -0.90195 5.24504 1.33137  0.12
69 H -1.05021 7.12780 2.91986  0.14
70 H -0.93674 6.72124 5.40611  0.15
71 H -0.72218 4.36717 6.22137  0.14
72 H -0.52476 2.48891 4.63075  0.12

=====

(5)
2 unconnected molecules or ions with the total composition C3H7N3S in a non-equilibrium geometry, computed with ωB97M-V/def2-TZVPD.

Output
energy above the lowest of the compared OMol25 structures with the same formula, charge and spin = 125.8 kcal per mole
spin multiplicity = 1
HOMO-LUMO gap = 9.14 eV
largest force on an atom = 5.55 eV/A
HOMO energy = -8.805 eV
E_LUMO = 0.33 eV
net charge = 0

Last column: Löwdin charge in e.
Geometry (Å):
1 C 0.28831 0.48250 0.18349  -0.76
2 C -1.85479 0.96358 -0.22441  -0.23
3 C -2.06012 -0.63874 0.10563  -0.36
4 H 2.72171 -1.16180 -0.56585  0.08
5 H 3.25326 -0.14953 1.34084  0.22
6 H 2.07584 1.71216 -0.49374  0.21
7 H -2.23696 1.31836 -1.21685  0.12
8 H -2.57889 1.45367 0.29430  0.04
9 H -2.70536 -1.16177 -0.53772  0.03
10 H -2.47517 -0.73828 1.17139  0.09
11 N 2.83003 -0.18270 -0.03464  -0.12
12 N 1.62345 0.66751 -0.20302  -0.19
13 N -0.49871 1.43704 0.29266  0.04
14 S -0.24864 -1.22311 -0.04785  0.84

=====

(6)
A gas-phase ion, C3H8ClNOPS (charge +1) in a non-equilibrium geometry, computed with ωB97M-V/def2-TZVPD.

Output
spin multiplicity = 1
HOMO-LUMO gap = 9.85 eV
largest force on an atom = 4.74 eV/A
HOMO energy = -13.953 eV
E_LUMO = -4.11 eV
net charge = +1

Last column: Löwdin charge in e.
Geometry (Å):
1 C -1.45298 0.49209 -0.19095  -0.17
2 C -0.66672 0.41580 1.07363  -0.22
3 C -0.60930 0.63504 -1.45280  -0.13
4 N 0.12946 -0.85336 1.11883  -0.18
5 O 0.21113 -0.54681 -1.45178  -0.30
6 P 0.95194 -1.18556 -0.23901  0.17
7 S 2.99710 -0.00379 -0.20926  0.48
8 Cl 1.52303 -2.97314 -0.64354  0.56
9 H -1.84478 -0.58799 -0.13916  0.15
10 H -2.23323 1.26154 -0.04951  0.14
11 H 0.04125 1.29037 1.11732  0.13
12 H -1.30547 0.34744 2.02595  0.16
13 H -1.10320 0.77696 -2.34794  0.11
14 H 0.15523 1.42848 -1.40304  0.14
15 H 0.52440 -1.30582 1.97425  0.15
16 H 2.68213 0.80877 0.81701  -0.20